(1)
14
Properties=species:S:1:pos:R:3:forces:R:3:nbo_charge:R:1 method="wB97M-V/def2-TZVPD" total_charge=-1 homo_lumo_gap_ev="7.0 / 6.5"
C -0.6338 0.0540 -1.5487 1.2 0.9 1.7 0.046
C 0.4749 -1.5667 -0.3653 -0.7 -2.6 -1.5 -0.376
C -0.0018 -0.2998 -0.2685 -0.1 0.8 0.7 -0.224
C 1.0016 -1.5030 2.8996 2.2 1.7 -0.3 0.892
C 0.1034 0.5452 0.8764 2.0 -3.9 4.0 -0.130
N -0.6091 -0.7526 -2.5212 0.1 -2.4 -0.8 -0.565
N 0.7117 0.0988 2.5140 -1.7 0.7 -5.1 0.041
O 0.0738 -2.1013 2.4630 -1.5 -1.8 0.0 -0.679
O 2.1224 -1.6137 3.3632 -0.8 -0.3 0.3 -0.682
O 0.7283 1.0145 3.3040 0.2 0.7 0.6 -0.409
S 0.0599 -2.2190 -1.9672 0.2 1.2 0.5 0.460
H -0.9962 1.0208 -1.7458 -0.6 1.3 0.0 0.180
H 0.7137 -2.3640 0.3483 0.3 1.0 0.0 0.270
H -0.0684 1.5248 1.0838 -0.7 2.7 -0.2 0.176

=====

(2)
13
Properties=species:S:1:pos:R:3:forces:R:3:nbo_charge:R:1 method="wB97M-V/def2-TZVPD" total_charge=0 homo_lumo_gap_ev="7.2 / 7.2"
C 1.0273 -0.4295 -1.4336 0.0 0.0 0.0 -0.674
C 0.4825 -0.6690 -0.0646 -0.1 0.0 0.0 0.044
C -0.1524 0.7430 1.3146 0.1 0.3 0.2 -0.570
C -0.8433 -0.4060 0.2359 -0.2 -0.2 -0.3 -0.244
C -2.0868 -0.4830 -0.1809 0.3 0.1 0.2 -0.311
H 0.2860 -0.7899 -2.1595 0.1 0.1 0.1 0.250
H 1.1647 0.6430 -1.6183 0.0 -0.1 0.0 0.240
H 1.9896 -0.9240 -1.5925 -0.1 0.1 0.1 0.224
H 1.1638 -1.0336 0.7049 -0.2 0.1 -0.1 0.203
H -0.0103 0.2740 2.2889 0.0 0.0 -0.2 0.223
H -0.9952 1.4335 1.3290 0.1 -0.1 -0.1 0.250
H 0.7367 1.3201 1.0456 -0.1 -0.1 0.0 0.211
H -2.7626 0.3214 0.1306 0.1 -0.1 0.0 0.154

=====

(3)
9
Properties=species:S:1:pos:R:3:forces:R:3:lowdin_spin:R:1 method="wB97M-V/def2-TZVPD" total_charge=-1 s2=2.007 homo_lumo_gap_ev="5.1 / 6.8" multiplicity=3
C 0.1354 0.4288 -0.2437 -1.1 -3.0 4.9 0.310
N -0.3459 1.6526 0.1629 1.0 -2.4 1.2 0.263
O 2.8772 0.1536 -1.2583 0.6 -0.2 -1.7 0.238
O -0.3711 2.4770 -0.7437 -0.4 3.1 -2.3 0.270
O -0.6574 1.8507 1.3584 -0.5 0.4 1.4 0.227
O 2.6576 0.6691 1.0960 0.6 1.0 2.3 0.242
S 2.1989 -0.1073 -0.0108 -1.3 -0.4 -0.7 0.428
H -0.0159 0.3544 -1.2268 0.1 -0.6 -4.0 0.011
H -0.2807 -0.5088 0.3680 0.9 2.2 -1.1 0.011